(1)
9
Properties=species:S:1:pos:R:3 method="wB97M-V/def2-TZVPD" multiplicity=1 e_lumo_ev="0.291 / -0.304" de_lowest_kj_mol=543.8
C 0.251 -1.715 -0.804
C -0.031 -0.112 0.610
C -0.239 1.299 0.136
F -0.658 -0.366 1.673
H 0.445 -2.588 -0.210
H 1.048 -1.357 -1.359
H -0.736 1.999 0.883
H 0.703 1.692 -0.243
H -0.784 1.149 -0.686

(2)
92
Properties=species:S:1:pos:R:3 method="wB97M-V/def2-TZVPD" charge=-1 multiplicity=1 e_lumo_ev=1.989
N -1.014 -3.144 -2.739
C -1.071 -1.820 -3.358
C -1.542 -0.750 -2.407
C -3.022 -0.771 -1.997
C -4.011 -0.312 -3.060
C -4.548 -1.374 -4.034
N -5.704 -2.130 -3.536
P -5.291 -3.470 -2.766
O -5.843 -4.781 -3.212
H -1.243 -3.097 -1.758
H -1.614 -3.802 -3.209
H -0.051 -1.558 -3.643
H -1.630 -1.836 -4.282
H -1.311 0.251 -2.759
H -0.963 -0.892 -1.492
H -3.105 -0.070 -1.169
H -3.261 -1.746 -1.583
H -3.571 0.512 -3.622
H -4.878 0.086 -2.550
H -3.755 -2.037 -4.390
H -4.891 -0.823 -4.912
H -3.873 -3.545 -2.801
H -5.581 -3.244 -1.386
C -0.592 5.173 -0.120
O 0.463 4.257 -0.301
C -0.013 2.925 -0.425
C 1.058 2.024 -0.995
O 1.172 2.106 -2.409
C 1.840 3.241 -2.933
C 3.344 3.173 -2.800
O 3.755 3.563 -1.501
C 5.090 3.199 -1.246
H -1.174 4.936 0.778
H -0.155 6.163 -0.006
H -1.259 5.179 -0.990
H -0.892 2.897 -1.079
H -0.297 2.562 0.573
H 0.758 0.993 -0.795
H 2.022 2.193 -0.510
H 1.450 4.168 -2.506
H 1.604 3.240 -3.999
H 3.807 3.853 -3.531
H 3.677 2.148 -3.008
H 5.201 2.111 -1.287
H 5.345 3.540 -0.244
H 5.774 3.666 -1.966
C -7.656 2.010 4.593
O -7.196 1.052 3.674
C -7.431 1.449 2.331
C -6.609 0.624 1.368
O -5.263 1.059 1.251
C -4.377 0.705 2.300
C -3.950 -0.745 2.268
O -4.941 -1.556 2.872
C -4.804 -2.928 2.579
H -8.733 2.187 4.478
H -7.467 1.626 5.594
H -7.119 2.960 4.472
H -7.178 2.509 2.205
H -8.498 1.307 2.108
H -7.035 0.755 0.372
H -6.663 -0.438 1.614
H -4.783 0.971 3.278
H -3.487 1.316 2.130
H -3.010 -0.860 2.830
H -3.784 -1.049 1.228
H -4.906 -3.111 1.504
H -5.607 -3.452 3.095
H -3.842 -3.325 2.926
C 4.754 -0.414 -0.172
O 5.834 -0.631 0.710
C 5.425 -0.594 2.065
C 6.485 -1.199 2.957
O 6.460 -2.619 2.993
C 7.005 -3.293 1.869
C 8.517 -3.302 1.837
O 9.017 -2.083 1.314
C 10.395 -1.935 1.555
H 4.284 0.558 0.019
H 5.143 -0.427 -1.188
H 4.004 -1.207 -0.074
H 4.486 -1.147 2.191
H 5.263 0.454 2.355
H 6.273 -0.887 3.981
H 7.477 -0.827 2.692
H 6.597 -2.904 0.935
H 6.673 -4.328 1.973
H 8.859 -4.125 1.193
H 8.900 -3.462 2.852
H 10.604 -1.901 2.631
H 10.709 -0.994 1.109
H 10.967 -2.752 1.100

(3)
16
Properties=species:S:1:pos:R:3 method="wB97M-V/def2-TZVPD" multiplicity=1 e_lumo_ev=1.064 smiles="CO[C@]1(C)C=NC1" de_lowest_kj_mol=442.6
C 1.384 -1.489 -0.039
O 1.384 -0.055 -0.187
C 0.071 0.467 0.022
C 0.163 1.968 0.307
C -1.123 -0.564 1.056
N -1.807 -0.711 0.066
C -1.012 -0.132 -1.032
H 0.728 -1.778 -0.829
H 0.917 -1.549 1.029
H 2.394 -1.870 -0.200
H 1.134 2.344 -0.087
H 0.074 2.235 1.397
H -0.647 2.407 -0.228
H -1.392 -0.900 2.114
H -1.563 0.522 -1.685
H -0.702 -0.896 -1.704

(4)
16
Properties=species:S:1:pos:R:3 method="wB97M-V/def2-TZVPD" multiplicity=1 e_lumo_ev=-0.962 de_lowest_kj_mol=0.0
C -2.248 0.543 0.021
C -2.066 -0.825 -0.035
C -1.159 1.428 0.012
C -0.797 -1.402 -0.067
C 0.102 0.855 -0.078
C 0.244 -0.510 0.128
N 1.221 1.706 -0.067
N 2.268 1.069 0.043
O 3.424 1.391 -0.065
O 2.509 -1.513 1.194
O 2.418 -1.304 -1.192
S 2.064 -0.799 0.071
H -3.128 1.093 -0.144
H -2.708 -1.674 0.133
H -1.369 2.433 0.009
H -0.774 -2.490 0.036